Below is a molecular structure, C35H90MnO39S11 in a non-equilibrium geometry, with properties calculated with the ωB97M-V functional and the def2-TZVPD basis.

- frontier orbital gap (spin up / spin down) (eV) = 8.0840 / 8.5520
- 2S+1 = 6
- E_tot (eV) = -268107.7416

Element x y z (Å)
Mn 2.51720 -11.36677 5.71013
O 4.91852 -11.75191 2.59585
C 3.96160 -11.81932 3.45627
O 3.91584 -12.57497 4.45559
O 3.10964 -10.90793 3.47610
H 4.56039 -11.18663 1.90753
O 5.38459 -9.15282 7.55326
C 4.47164 -9.92219 6.95701
O 4.32865 -11.11645 7.23937
O 3.61726 -9.49552 6.16210
H 5.82517 -9.84263 8.05490
O 1.98974 -14.65936 -1.72983
S 0.81116 -14.81657 -0.83850
O -0.52317 -14.42444 -1.23109
O 0.87017 -16.39908 -0.29054
C -0.39078 -16.89885 0.20199
C -0.24331 -18.20934 0.88434
C 1.17268 -13.84499 0.76776
H -1.19840 -16.85558 -0.52876
H -0.77873 -16.17295 0.91660
H -1.16414 -18.74020 1.12587
H 0.27109 -18.12244 1.84139
H 0.26780 -18.76637 0.09910
H 0.89425 -12.79791 0.64857
H 2.19179 -14.08300 1.07252
H 0.53829 -14.33351 1.50736
O 1.55729 -9.86148 -0.36300
S 2.86885 -9.36274 0.06432
O 3.99371 -10.23692 0.36107
O 3.42277 -8.19730 -1.04492
C 2.48949 -7.80550 -2.03407
C 3.19466 -6.92255 -2.97857
C 2.65246 -8.07440 1.51748
H 1.65127 -7.25340 -1.60901
H 2.12503 -8.66041 -2.60362
H 3.54242 -6.02462 -2.46779
H 2.47516 -6.58540 -3.72472
H 3.99182 -7.39882 -3.54935
H 2.14651 -7.17189 1.17458
H 3.65805 -7.91994 1.90868
H 2.11933 -8.68381 2.24721
O 0.71269 -12.38007 4.98384
S -0.40551 -13.39200 4.96188
O -1.24989 -13.54743 3.78917
O 0.18007 -14.86838 5.42170
C 1.18770 -15.35144 4.66323
C 0.62195 -16.42430 3.78736
C -1.45459 -13.15007 6.47751
H 2.00629 -15.65252 5.31694
H 1.69650 -14.72490 3.93066
H 0.09403 -17.27198 4.22422
H 1.38026 -17.02881 3.28971
H 0.05195 -16.00611 2.95772
H -2.23887 -13.90185 6.38897
H -1.72624 -12.09465 6.49725
H -0.97309 -13.34048 7.43666
O 8.06465 -10.81969 -2.50601
S 6.79035 -10.89485 -3.24968
O 6.79401 -10.93837 -4.73465
O 5.92839 -12.25587 -2.72107
C 6.05919 -12.55003 -1.30394
C 4.80782 -13.16384 -0.75558
C 5.55776 -9.64173 -2.67930
H 6.39661 -11.69652 -0.71593
H 6.99453 -13.10894 -1.27433
H 3.96854 -12.49129 -0.93272
H 4.88427 -13.37021 0.31197
H 4.43777 -14.13119 -1.09528
H 5.48224 -9.71635 -1.59449
H 4.57277 -9.86835 -3.08741
H 5.84042 -8.65368 -3.04255
O 1.52430 -4.74388 2.81818
S 2.30761 -4.39476 3.97178
O 3.33788 -3.33635 3.96551
O 1.27846 -4.18037 5.26542
C 1.78887 -3.61805 6.38412
C 0.75802 -3.76280 7.47461
C 2.99883 -6.03141 4.53336
H 2.03072 -2.60906 6.05015
H 2.70048 -4.05975 6.78655
H -0.09004 -3.09480 7.32405
H 1.19509 -3.51373 8.44158
H 0.31635 -4.75285 7.58781
H 2.64460 -6.29306 5.53044
H 4.08224 -5.93497 4.60402
H 2.55860 -6.71121 3.80387
O 3.01957 -15.73091 7.32946
S 2.42923 -14.48265 7.83368
O 2.46654 -13.31174 6.92711
O 0.86549 -14.65087 8.23663
C 0.40069 -15.82483 8.84251
C -1.11645 -15.71885 9.19247
C 3.14158 -13.99215 9.43185
H 0.95683 -15.79803 9.77958
H 0.53319 -16.76081 8.29986
H -1.51434 -16.65068 9.59431
H -1.74284 -15.57600 8.31195
H -1.22262 -14.88264 9.88356
H 2.68622 -14.61874 10.19874
H 2.89969 -12.95368 9.65803
H 4.22361 -14.10884 9.37113
O 13.81890 -9.52496 1.55976
S 13.80075 -10.61959 0.59200
O 14.17513 -12.00274 0.99555
O 12.25255 -10.70909 -0.06743
C 11.15107 -10.34254 0.75569
C 10.10969 -11.38264 0.35811
C 14.58151 -10.22190 -1.02299
H 10.86832 -9.30374 0.58529
H 11.45290 -10.47611 1.79452
H 10.47486 -12.37713 0.61453
H 10.00874 -11.33098 -0.72598
H 9.20495 -11.12984 0.91095
H 15.66381 -10.22186 -0.89369
H 14.19424 -9.23410 -1.27274
H 14.28569 -10.96522 -1.76331
O 2.42271 -10.08087 9.57095
S 1.19974 -10.40582 8.87477
O 1.21630 -10.95295 7.49761
O 0.28682 -11.43678 9.76941
C 0.24627 -11.42601 11.19286
C -0.57651 -12.58010 11.63655
C 0.05133 -8.94933 8.96403
H -0.21063 -10.55190 11.65682
H 1.20917 -11.69507 11.62706
H -0.12451 -13.48334 11.22675
H -1.60115 -12.37709 11.32510
H -0.51528 -12.63474 12.72346
H 0.69154 -8.11763 8.66991
H -0.16467 -8.85066 10.02784
H -0.81799 -9.01340 8.30960
O 9.38192 -10.84462 3.89229
S 9.28674 -9.65704 4.71750
O 10.49820 -8.77809 4.88813
O 8.03689 -8.62693 4.19109
C 6.76114 -9.13252 3.96048
C 6.17029 -8.54235 2.69447
C 8.68813 -10.10513 6.46464
H 6.14064 -8.93036 4.83352
H 6.77240 -10.21082 3.80163
H 6.87866 -8.31773 1.89707
H 5.67371 -7.58459 2.85013
H 5.43988 -9.28522 2.37391
H 7.70720 -10.50901 6.21417
H 8.67699 -9.18879 7.05481
H 9.47275 -10.75044 6.85965
O 6.89141 -16.67187 5.90298
S 7.41374 -15.37304 6.32034
O 8.41883 -15.32440 7.36854
O 8.10197 -14.66371 4.92067
C 7.30969 -14.78361 3.71128
C 7.89196 -13.86333 2.67172
C 6.09765 -14.18368 6.67817
H 6.30173 -14.46218 3.97360
H 7.31860 -15.79879 3.31451
H 7.28506 -13.88392 1.76653
H 8.89096 -14.20468 2.40050
H 7.88175 -12.82871 3.01462
H 6.01064 -13.96820 7.74311
H 5.22322 -14.66513 6.24034
H 6.25323 -13.28792 6.07692
O -1.50666 -9.94835 5.55947
S -0.34210 -9.48343 4.78673
O 1.04577 -9.72668 5.26774
O -0.41377 -10.00397 3.27330
C -1.68319 -9.96968 2.59597
C -1.47810 -9.88367 1.04833
C -0.52245 -7.60861 4.57752
H -2.33614 -9.17266 2.95167
H -2.14864 -10.88513 2.96122
H -0.78488 -10.70709 0.87644
H -1.12303 -8.91812 0.68815
H -2.42951 -10.20609 0.62529
H -1.52219 -7.46176 4.16880
H 0.09404 -7.33028 3.72279
H -0.30977 -7.03909 5.48223

Cartesian forces, eV/Å:
Mn 1.57 0.22 -0.60
O 1.75 -1.50 -1.38
C -2.20 1.46 3.98
O 1.53 -2.26 0.10
O -1.59 1.78 -1.56
H 0.11 0.49 -0.71
O 0.23 -0.06 -0.33
C -2.81 -0.79 -0.81
O 1.77 -2.48 1.74
O -0.14 3.00 -1.32
H 0.66 0.13 0.67
O -3.02 -0.70 1.92
S 2.80 1.16 0.48
O 0.88 -0.87 -0.02
O -0.42 1.37 -0.91
C -1.78 1.87 1.08
C 0.55 -0.62 -0.57
C -0.48 -1.97 -0.94
H 0.52 -0.46 -0.67
H 0.13 0.32 0.34
H -0.31 0.41 -0.40
H 0.49 -0.16 -0.46
H 0.45 -0.84 0.70
H 0.32 -0.18 -0.22
H 0.11 0.48 -0.37
H -0.30 0.23 -0.02
O 2.32 0.48 0.53
S -0.67 2.87 0.75
O -1.27 0.87 -0.71
O -0.27 -2.31 1.67
C -0.60 -0.35 -0.66
C 0.25 1.21 -0.92
C 0.38 -2.36 -1.03
H -0.13 -0.21 0.28
H -0.22 -0.23 0.38
H 0.31 -0.04 -0.09
H -0.12 0.06 -0.05
H 0.09 -0.03 0.33
H 0.04 -0.29 -0.14
H -0.08 0.16 -0.31
H -0.23 0.19 0.10
O -3.23 -2.88 -0.85
S 1.12 0.70 2.22
O 1.30 0.49 1.15
O -2.61 3.88 1.00
C 2.72 -2.41 -2.20
C 0.45 -1.90 -1.13
C 0.61 -0.17 -0.70
H -0.24 -0.38 -0.02
H -0.29 1.20 0.43
H -0.63 0.56 0.71
H 0.75 0.52 -0.13
H -0.35 0.07 0.29
H -0.32 0.49 -0.27
H -0.47 -0.20 -0.45
H 0.81 -0.12 -0.53
O -2.59 0.08 -1.31
S -0.23 -1.16 -0.95
O -0.08 0.03 3.57
O 0.85 2.14 -0.83
C 1.60 -0.39 -0.21
C -0.86 -0.44 0.28
C 0.64 -0.51 -0.26
H -0.68 0.63 -0.13
H -0.35 -0.92 0.35
H 0.03 0.15 0.21
H 0.28 0.61 0.25
H 0.65 -0.01 -0.89
H 0.31 0.19 -0.12
H 0.28 -0.42 -0.25
H 0.33 -0.14 0.28
O -0.10 0.94 0.53
S 1.83 -0.67 1.76
O -2.41 -1.92 -0.03
O -0.61 -1.90 -4.37
C 0.90 1.43 1.98
C -0.66 0.86 0.62
C -0.24 1.29 -0.02
H 0.07 0.47 1.10
H 0.38 -0.42 -0.53
H 0.01 0.10 -0.07
H 0.06 0.10 -0.02
H 0.40 -0.26 -0.37
H -0.16 0.21 -0.10
H -0.08 -0.34 -0.52
H 0.66 -0.14 0.13
O -1.36 1.96 1.50
S 0.87 1.12 -1.93
O -0.30 -2.93 2.20
O 0.87 1.12 -1.78
C -1.22 -1.02 1.78
C 0.85 0.42 -0.58
C -0.35 -0.22 -0.46
H -0.15 -1.08 0.33
H 0.64 0.35 -0.35
H 0.48 0.03 0.44
H 0.25 0.37 -0.18
H -0.46 -0.17 0.00
H 0.30 -0.20 -0.06
H -0.07 0.02 -0.44
H -0.17 -0.16 -0.01
O 0.36 -1.44 -1.51
S -1.41 -2.06 -0.08
O -0.57 3.30 -0.79
O 3.02 0.47 0.17
C -0.06 -1.15 0.55
C 0.18 0.87 0.30
C -0.22 0.13 1.11
H -0.06 -0.06 -0.12
H -0.28 0.23 0.13
H -0.10 0.08 0.16
H -0.51 -0.01 0.09
H -0.32 -0.35 -0.30
H -0.12 0.06 0.09
H 0.16 -0.09 -0.08
H -0.13 0.00 0.33
O -1.22 -0.51 -0.57
S -1.01 0.23 -0.97
O -0.49 0.85 3.75
O 0.60 0.30 -1.41
C 0.80 -0.51 1.05
C -0.56 -0.21 -0.18
C 1.59 -0.53 -0.13
H 0.48 0.57 -0.51
H 0.53 1.05 -0.34
H -0.50 -0.18 -0.06
H -0.15 -0.73 0.03
H -0.17 -0.02 0.01
H -0.08 0.06 -0.07
H -0.23 0.00 -0.16
H 0.15 -0.43 0.16
O -0.61 1.19 0.68
S 1.98 2.55 1.34
O -3.66 -2.27 -0.79
O 3.46 -0.63 0.96
C -0.94 -0.77 -0.46
C -0.43 0.30 0.01
C 0.71 0.78 -2.22
H -0.20 0.06 0.00
H 0.25 -0.22 0.16
H 0.30 -0.57 0.12
H -0.16 0.01 0.32
H -0.10 0.35 -0.33
H 0.10 -0.37 0.75
H -0.27 0.03 -0.33
H -0.45 -0.41 -0.19
O 0.25 1.81 0.66
S 1.48 -0.34 -1.39
O -1.07 0.24 -1.35
O -0.60 -1.05 2.07
C -0.25 0.27 0.14
C 0.03 0.20 -0.02
C -0.06 -0.61 -0.97
H -0.27 -0.18 -0.27
H -0.10 -0.16 0.46
H -0.14 -0.19 -0.01
H 0.10 0.29 0.08
H 0.33 -0.04 0.04
H 0.17 -0.20 -0.22
H -0.25 0.13 0.40
H 0.22 0.04 0.29
O 1.84 0.41 -1.18
S 1.16 1.13 1.02
O -3.52 1.00 -1.54
O 1.00 1.00 1.26
C -0.94 -0.05 -0.58
C -0.11 -1.36 2.09
C -0.16 -1.68 -1.04
H 0.29 0.33 0.16
H -0.31 -0.18 -0.75
H 0.28 0.36 -0.64
H -0.05 -0.23 0.08
H 0.00 0.40 -0.26
H -0.24 0.03 0.63
H 0.57 -0.04 0.37
H -0.04 -0.38 -0.09

Atomic partial charges in e from the Mulliken method, atoms 1 to 99:
1. Mn 1.00
2. O 0.95
3. C 0.76
4. O -1.17
5. O -0.14
6. H -0.54
7. O -0.51
8. C 0.02
9. O -0.24
10. O -0.39
11. H 0.31
12. O -0.59
13. S 1.17
14. O -0.63
15. O -0.30
16. C 0.02
17. C -1.10
18. C -0.07
19. H 0.36
20. H 0.16
21. H 0.36
22. H 0.17
23. H 0.35
24. H 0.19
25. H 0.18
26. H -0.19
27. O -0.82
28. S 1.00
29. O -0.86
30. O -0.17
31. C -0.17
32. C -1.31
33. C -0.41
34. H 0.38
35. H 0.28
36. H 0.31
37. H 0.42
38. H 0.24
39. H 0.74
40. H -0.12
41. H -0.07
42. O -0.58
43. S 0.98
44. O -0.71
45. O -0.03
46. C 0.55
47. C -1.47
48. C -0.47
49. H 0.17
50. H -0.25
51. H 0.41
52. H 0.61
53. H -0.03
54. H 0.50
55. H 0.15
56. H -0.28
57. O -0.51
58. S 1.02
59. O -0.64
60. O -0.44
61. C -0.16
62. C -0.66
63. C -0.51
64. H 0.16
65. H 0.46
66. H 0.09
67. H -0.05
68. H 0.61
69. H -0.12
70. H 0.33
71. H 0.42
72. O -0.59
73. S 1.21
74. O -0.64
75. O -0.27
76. C -0.16
77. C -1.22
78. C -0.19
79. H 0.37
80. H 0.30
81. H 0.33
82. H 0.39
83. H 0.21
84. H 0.27
85. H 0.52
86. H -0.51
87. O -0.78
88. S 0.44
89. O 0.40
90. O 0.43
91. C -0.28
92. C -0.94
93. C -0.82
94. H 0.23
95. H 0.31
96. H 0.42
97. H 0.21
98. H 0.09
99. H 0.46